# 1
Here is a cluster of 16 separate species, C19H70N10O16 in total at a distorted geometry from OMol25. Energies are from ωB97M-V/def2-TZVPD.

Structure (XYZ):
```
115
Properties=species:S:1:pos:R:3:mulliken_charge:R:1
C 3.7822 -4.1437 -1.2852 -1.91
C 3.0212 -3.4117 -0.3032 0.59
O 2.9882 -4.2317 0.8368 -0.45
H 4.8442 -4.2437 -1.0002 0.50
H 3.8682 -3.6947 -2.2252 0.45
H 3.3432 -5.1227 -1.5952 0.36
H 2.0732 -3.0587 -0.6332 0.12
H 3.4422 -2.4367 -0.0182 0.00
H 3.8312 -4.7307 0.8298 0.32
C 0.0792 2.0553 -3.1652 0.06
C 1.0032 3.0533 -3.7922 -0.83
O 2.3292 2.7193 -3.5092 -0.66
H 0.2902 1.5353 -2.2202 -0.04
H -0.0868 1.2533 -3.9302 0.10
H -0.8788 2.5293 -3.0462 0.27
H 0.8952 4.0433 -3.2622 0.29
H 0.9322 3.1093 -4.8942 0.33
H 2.5862 3.0143 -2.6432 0.42
C 1.0212 3.8853 2.7878 -0.67
C 2.5352 4.1433 2.7748 -0.48
O 3.1972 3.1393 2.0408 -0.68
H 0.7182 2.9373 3.1888 0.14
H 0.5992 4.1143 1.7788 -0.09
H 0.5942 4.6153 3.4018 0.61
H 2.8812 4.0833 3.8018 0.31
H 2.9542 5.0993 2.3578 0.37
H 3.0652 3.3223 1.1098 0.56
C 1.4632 -3.3287 4.2268 0.34
O 2.1632 -4.2877 3.5118 -0.68
N 0.4872 -2.7387 3.6058 -0.52
N 1.7062 -2.9827 5.4418 -0.36
H 0.2072 -3.1557 2.7098 0.34
H -0.2328 -2.5407 4.2278 0.17
H 2.4762 -3.4527 5.9088 0.29
H 1.1152 -2.2987 5.9858 0.21
C -0.5158 0.1143 0.1298 0.61
O -1.6738 0.3593 -0.5852 0.31
N 0.1022 1.0523 0.7828 3.61
N 0.1222 -0.9857 0.3388 2.21
H -0.2468 1.9843 0.5418 -1.85
H 0.8922 1.0203 1.4668 -1.24
H -0.3638 -1.9107 0.1748 -0.16
H 0.9122 -1.1817 0.9868 -0.91
C 2.4902 4.0843 -0.6622 0.02
O 1.1272 3.8813 -0.6302 -0.55
N 3.0322 5.2083 -0.4232 -0.18
N 3.3242 3.1013 -0.8442 -0.26
H 2.4212 6.0453 -0.1572 0.36
H 4.0362 5.3663 -0.4002 0.21
H 2.7882 2.1973 -0.9972 0.32
H 4.3242 3.0953 -1.0562 0.14
C 2.7612 -0.3257 2.2538 -0.23
O 3.9772 -0.0387 1.6818 -0.81
N 2.1332 -1.4787 1.9948 -0.40
N 1.9852 0.6063 2.7228 -0.15
H 2.7202 -2.2917 1.7108 0.22
H 1.3562 -1.7837 2.6948 0.34
H 2.4322 1.5303 2.9088 0.21
H 1.1282 0.4013 3.2478 0.14
C -1.8848 -0.0367 3.7188 0.23
O -0.5988 0.0923 4.2108 -0.77
N -2.2768 0.5613 2.6028 0.10
N -2.8558 -0.7587 4.2518 -0.23
H -1.4678 0.7353 2.0568 -0.37
H -3.2048 0.4803 2.1348 0.25
H -3.7858 -0.8047 3.7978 0.20
H -2.7168 -1.2527 5.1248 0.26
C 0.7962 -1.5277 -3.0932 0.06
O 0.0952 -2.0307 -4.2882 -0.59
H 0.1572 -0.7427 -2.7752 -0.25
H 1.7732 -1.0527 -3.3312 0.15
H 0.9362 -2.1967 -2.2842 0.11
H 0.1442 -1.3097 -4.9222 0.37
C -2.3958 -2.9987 -2.4292 -0.39
O -3.6738 -2.6517 -2.9992 -0.73
H -1.6738 -3.1937 -3.2582 0.32
H -2.4278 -3.8417 -1.8002 0.45
H -2.1708 -1.9777 -1.9882 0.01
H -3.5298 -2.0817 -3.7342 0.37
C -2.6418 0.3653 -4.0602 0.04
O -2.7548 1.0073 -5.3282 -0.58
H -2.3808 1.0973 -3.3232 -0.34
H -1.8358 -0.2877 -4.1322 0.11
H -3.5758 -0.1327 -3.8662 0.45
H -3.3178 0.4103 -5.8652 0.30
C 3.4782 -0.0287 -1.4452 -1.02
O 2.2392 0.5793 -1.2222 0.57
H 4.0222 0.4123 -2.2792 0.49
H 3.4172 -1.0907 -1.7142 0.02
H 4.1122 0.0793 -0.5442 0.22
H 1.6872 -0.0187 -0.7242 -0.47
C -1.8888 3.5513 0.4758 -0.92
O -1.7638 2.9843 -0.8572 -0.44
H -1.3418 4.5013 0.6378 0.32
H -1.5488 2.8923 1.2378 0.21
H -2.9108 3.7733 0.8278 0.30
H -1.6948 2.0263 -0.7612 -0.39
C -4.6228 1.2323 -1.2872 -0.13
O -5.9398 1.7593 -1.2082 -0.63
H -4.5948 0.2223 -1.6372 0.07
H -4.0908 1.4393 -0.3722 -0.07
H -4.1058 1.8723 -1.9792 0.39
H -5.9608 2.6053 -0.6922 0.34
C -1.8738 -3.1107 1.4148 -0.48
O -0.5988 -3.7397 1.1298 -0.58
H -1.8808 -2.2597 2.0788 -0.08
H -2.5498 -3.8267 1.7728 0.61
H -2.1858 -2.7197 0.4828 0.16
H -0.7458 -4.6687 0.9288 0.24
C -4.7108 -1.9517 0.3688 -0.13
O -4.8078 -3.1567 -0.3902 -0.59
H -4.4918 -2.1727 1.4268 0.22
H -5.5998 -1.3287 0.3038 0.37
H -3.8398 -1.4167 0.0108 -0.25
H -4.5058 -3.1517 -1.2902 0.37
```

Computed properties:
E_LUMO in eV: -0.107
Strongest force on any atom in eV/Å: 10.49
Energy in eV: -68493.0513
Gap between HOMO and LUMO in eV: 8.988
Energy above the lowest of the compared OMol25 structures with the same formula, charge and spin in kcal/mol: 43.7

---

# 2
Here is the ion C3H6NO2 with charge +1 at a distorted geometry from OMol25. Energies are from ωB97M-V/def2-TZVPD.

Structure (XYZ):
```
12
Properties=species:S:1:pos:R:3:mulliken_charge:R:1
C 2.0216 0.4928 0.3027 0.09
C 0.5012 0.7819 -0.3383 -0.38
C -1.8469 -0.5581 0.6236 -0.62
N -0.1997 1.2160 0.7255 0.15
O 2.2916 -0.6121 0.5807 -0.29
O -1.2424 0.6849 1.0735 -0.03
H 2.4847 1.3900 0.4653 0.41
H 0.6074 1.5523 -1.1356 0.32
H 0.1943 -0.1832 -0.6802 0.32
H -1.3700 -1.4751 1.1750 0.35
H -1.6423 -0.8222 -0.4785 0.34
H -2.8135 -0.5604 0.9981 0.34
```

Computed properties:
E_LUMO in eV: -7.117
Strongest force on any atom in eV/Å: 5.06
Energy in eV: -8780.6426
Total charge: +1
Gap between HOMO and LUMO in eV: 8.636
Energy above the lowest of the compared OMol25 structures with the same formula, charge and spin in kcal/mol: 123.1

---

# 3
Here is a structure of composition C18H59NbO11P at a distorted geometry from OMol25. Energies are from ωB97M-V/def2-TZVPD.

Structure (XYZ):
```
90
Properties=species:S:1:pos:R:3:mulliken_charge:R:1
C -1.0315 2.5440 1.1755 -1.18
C -0.7742 2.0431 -0.2543 0.07
Nb 1.3891 1.5804 -0.5565 -0.65
C 1.8031 3.4637 -1.7236 -0.63
O 0.6421 4.2394 -2.0613 -0.35
C 0.1279 3.8881 -3.3047 -0.73
O 1.2253 -0.3082 0.1332 -0.64
C 1.2636 -1.3710 -0.8150 -0.82
C 1.6276 -2.7259 -0.2392 0.27
C 2.8873 -2.6308 0.6300 -1.41
C 0.4590 -3.4226 0.4651 1.43
C 0.0831 -2.7933 1.8124 -2.14
C -0.7645 -3.5376 -0.4395 -2.18
P 3.9888 1.1325 -0.7749 0.43
O 4.4781 0.5824 0.5322 -0.69
H -0.5806 1.9026 1.9255 0.27
H -2.1016 2.6055 1.3707 0.25
H -0.5990 3.5263 1.3276 0.34
H -1.3662 1.1433 -0.3992 0.07
H -1.1613 2.7952 -0.9351 0.29
H 1.1449 0.8428 -2.2510 0.01
H 1.8696 2.3257 1.0632 0.15
H 2.4511 4.1029 -1.1270 0.39
H 2.3592 3.2404 -2.6347 0.45
H -0.7854 4.4486 -3.4666 0.26
H 0.8340 4.1254 -4.1044 0.33
H -0.0978 2.8218 -3.3507 0.25
H 2.0350 -1.1450 -1.5464 0.63
H 0.3237 -1.3894 -1.3579 0.38
H 1.8737 -3.3454 -1.1004 0.57
H 3.1654 -1.6023 0.8244 0.33
H 3.7212 -3.1181 0.1356 0.32
H 2.7534 -3.1454 1.5754 0.23
H 0.7929 -4.4414 0.6665 0.40
H -0.7802 -2.1444 1.6859 0.61
H -0.2056 -3.5628 2.5213 0.29
H 0.8858 -2.2030 2.2276 0.48
H -0.4800 -3.6072 -1.4819 0.34
H -1.3663 -4.4036 -0.1814 0.41
H -1.3904 -2.6580 -0.3297 0.43
H 4.7818 2.2617 -1.1408 -0.03
H 4.2721 0.1538 -1.7716 -0.04
C -4.0782 -0.6998 -0.7233 -0.36
O -3.6701 0.4281 -1.4725 -0.43
H -3.2644 -0.9228 -0.0393 0.06
H -4.9874 -0.5122 -0.1386 0.26
H -4.2393 -1.5819 -1.3515 0.27
H -4.3406 0.6727 -2.1179 0.22
C 1.2698 -5.3375 4.1788 -0.60
O 2.3011 -4.3703 4.0496 -0.49
H 0.3366 -4.8018 4.3259 0.20
H 1.1808 -5.9483 3.2749 0.27
H 1.4296 -5.9977 5.0378 0.33
H 3.1253 -4.8410 3.9075 0.28
C -3.9260 -2.9710 2.3806 -0.77
O -3.2437 -3.2905 1.1790 -0.48
H -4.9755 -2.8474 2.1221 0.25
H -3.8437 -3.7675 3.1268 0.33
H -3.5650 -2.0369 2.8204 0.30
H -2.3063 -3.3859 1.3760 0.22
C -2.6958 -3.6508 -3.8371 -0.57
O -1.4791 -4.3813 -3.7545 -0.51
H -3.2361 -3.8450 -2.9139 0.16
H -2.5216 -2.5744 -3.9127 0.27
H -3.3133 -3.9756 -4.6807 0.36
H -0.9658 -4.2168 -4.5482 0.28
C -6.8041 2.6863 -2.9912 -0.54
O -5.5038 2.1171 -3.0667 -0.43
H -7.2591 2.2994 -2.0841 0.21
H -6.7534 3.7750 -2.9107 0.23
H -7.4284 2.4188 -3.8484 0.28
H -5.0512 2.4550 -3.8427 0.23
C 5.6262 3.1943 2.2547 -0.25
O 4.7690 4.3257 2.4612 -0.54
H 5.8843 3.1600 1.2038 0.01
H 6.5487 3.3002 2.8372 0.21
H 5.1197 2.2648 2.5147 0.28
H 4.5216 4.3402 3.3869 0.27
C -6.1569 2.9447 1.0163 -0.54
O -7.3085 3.6110 0.4942 -0.53
H -6.4317 1.9005 1.1392 0.20
H -5.3057 2.9995 0.3347 0.25
H -5.8628 3.3448 1.9896 0.34
H -7.0843 4.5358 0.3717 0.29
C 9.4324 2.5452 1.4638 -0.58
O 8.5044 3.2519 0.6590 -0.46
H 9.0559 1.5291 1.5480 0.22
H 10.4307 2.5121 1.0149 0.29
H 9.5112 2.9698 2.4698 0.27
H 8.8002 4.1603 0.5704 0.27
```

Computed properties:
E_LUMO in eV: 2.234
Strongest force on any atom in eV/Å: 4.09
Energy in eV: -52976.9585
Total charge: -1
Gap between HOMO and LUMO in eV: 6.241

---

# 4
Here is a structure of composition C36H22BrCl5N3O2PTi at a distorted geometry from OMol25. Energies are from ωB97M-V/def2-TZVPD.

Structure (XYZ):
```
71
Properties=species:S:1:pos:R:3:mulliken_charge:R:1
Ti -0.2052 1.4405 0.5844 -1.60
Cl 1.1695 -1.0279 4.1699 -0.15
C 0.3756 0.4926 3.9640 -0.08
C -0.0567 0.9672 2.7402 0.57
C -0.5925 2.1707 2.6422 0.44
Cl -0.2857 3.8044 0.2765 -0.40
C -0.8176 3.0382 3.6796 -0.03
Cl -1.5372 4.5932 3.4889 -0.21
C -0.4208 2.5802 4.9371 0.41
Cl -0.6508 3.5786 6.3299 -0.23
C 0.1764 1.3190 5.0743 0.06
Cl 0.6834 0.7920 6.6424 -0.23
O -4.4675 2.1682 -0.1651 -0.80
C -3.5197 1.4360 0.0828 -0.01
O -2.4719 1.7065 0.7749 -0.39
C -3.4834 -0.0289 -0.4208 -1.09
P -1.9686 -0.6506 0.4173 2.00
C -1.9010 -2.3224 -0.3823 0.63
C -1.4430 -2.2940 -1.7027 -0.15
C -1.3687 -3.4514 -2.4576 -0.72
C -1.7315 -4.6704 -1.8993 -0.53
C -2.1699 -4.7129 -0.5855 -0.63
C -2.2569 -3.5484 0.1683 -0.57
C -2.6046 -1.0815 2.0819 0.28
C -1.7552 -1.8071 2.9189 -0.81
C -2.1629 -2.1818 4.1893 -0.68
C -3.4280 -1.8365 4.6452 -0.62
C -4.2628 -1.0813 3.8352 -0.66
C -3.8499 -0.6933 2.5675 -0.81
H -3.3504 -0.0582 -1.5017 0.44
H -4.3939 -0.5746 -0.1765 0.66
H -1.1140 -1.3495 -2.1293 -0.01
H -1.0165 -3.4055 -3.4815 0.42
H -1.6598 -5.5821 -2.4813 0.34
H -2.4437 -5.6593 -0.1325 0.38
H -2.6058 -3.6102 1.1891 0.34
H -0.7634 -2.0657 2.5639 0.79
H -1.4858 -2.7354 4.8293 0.39
H -3.7576 -2.1483 5.6295 0.35
H -5.2428 -0.7831 4.1895 0.40
H -4.5008 -0.0632 1.9755 0.19
N 6.7082 -0.2164 -6.8364 -0.66
C 5.9741 -0.0356 -5.9646 0.10
C 5.0669 0.1903 -4.8973 0.52
C 5.2419 1.2729 -4.0222 -0.89
C 4.3436 1.5065 -3.0064 -0.51
C 3.2097 0.6911 -2.8241 -0.57
C 3.0678 -0.4118 -3.6901 -0.35
C 3.9674 -0.6589 -4.7004 -0.82
C 2.2024 0.9897 -1.8189 0.93
C 0.8357 1.0315 -2.2371 0.10
C 0.3415 1.0834 -3.5555 -0.64
C -1.0012 1.4746 -3.4804 -1.72
C -1.2897 1.6432 -2.1399 -0.94
N -0.2046 1.3416 -1.3743 1.81
C 2.6103 1.3802 -0.5156 -0.14
C 3.9201 1.4259 -0.0071 -0.67
C 3.8396 1.9145 1.2994 -1.47
C 2.4962 2.1309 1.5546 -0.45
N 1.7396 1.7880 0.4816 1.44
H 6.0883 1.9329 -4.1676 0.41
H 4.4768 2.3585 -2.3547 0.63
H 2.2403 -1.0894 -3.5268 0.68
H 3.8393 -1.5152 -5.3512 0.42
H 0.9060 0.9200 -4.4573 0.55
H -1.6866 1.6281 -4.3002 0.42
H -2.1988 2.0284 -1.7151 0.95
H 4.8091 1.0985 -0.5213 0.65
H 4.6520 2.0889 1.9883 0.40
H 2.0527 2.5201 2.4559 0.52
Br 1.0928 -1.1762 0.6133 -0.37
```

Computed properties:
E_LUMO (spin up / spin down) in eV: 3.954 / 2.843
Strongest force on any atom in eV/Å: 1.47
⟨S²⟩: 2.04
Energy in eV: -211316.9893
Spin multiplicity: 3
Total charge: -2
Gap between HOMO and LUMO (spin up / spin down) in eV: 4.757 / 5.253
Energy above the lowest of the compared OMol25 structures with the same formula, charge and spin in kcal/mol: 27.9